# C12H21MnNSi

A structure of composition C12H21MnNSi at a distorted geometry (ωB97M-V/def2-TZVPD, the OMol25 dataset).

Structure (XYZ):
```
36
Properties=species:S:1:pos:R:3:forces:R:3
C -2.012052 -1.093466 -2.213626 0.2629 0.4878 -1.7874
C -0.812340 -1.900036 -2.303895 0.1437 0.7066 -1.9873
C 0.279141 -1.022119 -2.648692 -1.3960 -0.5100 -1.7758
C -0.236003 0.330071 -2.750664 -0.8849 -1.0594 -0.4332
C -1.659922 0.277184 -2.501977 0.0540 -1.0347 -2.0021
Mn -0.564490 -0.450847 -0.814542 2.0779 0.2080 2.7618
C -0.997163 -1.815376 0.588539 -0.3229 -0.0044 0.4846
C -2.207703 -0.953315 0.894360 -0.9876 0.0750 0.9136
C -3.310781 -1.385311 1.599199 0.5386 -0.1011 -0.4437
N -1.994795 0.248654 0.308293 -0.7679 1.2087 1.5169
H 1.299028 -1.338497 -2.831319 -0.2078 0.1542 0.2286
H -0.750559 -2.979008 -2.157714 0.0111 0.4806 0.0227
H 0.340440 1.220566 -3.005622 -0.1644 -0.3397 0.1919
H -2.345540 1.118221 -2.615659 0.2709 -0.3275 0.3600
H -3.020708 -1.478263 -2.053805 0.4341 0.2418 0.3107
H -1.240284 -2.817190 0.220282 -0.0134 0.0966 0.3530
H -2.680952 1.003240 0.368439 -0.1555 -0.6290 0.2546
H -0.262948 -1.823311 1.403970 -0.2084 -0.1165 -0.1634
H -3.309612 -2.414623 1.954428 -0.1820 0.2291 0.0723
H -4.179860 -0.744876 1.722928 -0.0230 -0.1238 0.0735
C 0.990902 2.631164 0.323991 0.0589 0.4834 0.1634
Si 1.732234 1.035384 0.956333 -0.4586 -1.5442 -1.0706
C 3.597090 1.256623 1.074568 0.3184 0.2343 0.1939
C 1.069750 0.640756 2.664345 0.0460 0.1877 0.4907
C 1.339870 -0.369469 -0.246801 2.1771 0.4948 0.9790
H 1.601745 3.471369 0.686127 -0.1761 0.0284 -0.1257
H -0.035047 2.757630 0.689745 0.0809 -0.0389 -0.1014
H 0.973498 2.665189 -0.773015 0.0439 -0.0421 0.2174
H 3.858925 2.100936 1.727694 0.0755 -0.0680 -0.0555
H 4.063576 0.348297 1.479505 -0.0862 0.1238 -0.0631
H 4.030780 1.441376 0.082772 -0.0949 -0.0351 0.1653
H 0.004831 0.891009 2.750120 0.1394 -0.1117 -0.0508
H 1.190142 -0.428439 2.879391 -0.0393 0.1671 -0.0335
H 1.628342 1.204360 3.429277 -0.1859 -0.0970 -0.0422
H 2.076304 -0.256464 -1.076341 -0.4566 0.0750 0.3777
H 1.544162 -1.371420 0.189368 0.0779 0.5001 0.0044
```
Forces are in eV/Å.

**Expectation value of S²**: 8.833
**Molar mass**: 262.3 g/mol
**Net charge**: -2
**Calculated total energy**: -53467.1614 eV
**Highest occupied orbital energy (alpha / beta)**: 3.509 / -0.697 eV
**Multiplicity**: 6
**Energy above the lowest of the compared OMol25 structures with the same formula, charge and spin**: 0.0000 eV
**LUMO (alpha / beta)**: 5.5 / 5.6 eV